This record from OMol25 describes a 2-piece molecular cluster, C2BrO4 overall in a non-equilibrium geometry. The level of theory is ωB97M-V/def2-TZVPD.

```
7
Properties=species:S:1:pos:R:3:forces:R:3:lowdin_charge:R:1
C 1.0262 -0.6888 -0.2866 -0.15 -0.19 -0.08 -0.917
C -1.7801 0.6782 0.2564 -0.57 0.05 0.23 -0.491
O 1.1071 -1.8303 -0.0112 0.15 -0.89 0.25 0.011
O -2.0146 -0.3757 0.6494 -0.03 -1.46 0.44 0.198
O -1.7494 1.7810 -0.0575 0.28 1.52 -0.54 0.194
O 0.3374 0.1870 -0.6973 -0.19 0.73 -0.40 -0.031
Br 3.0733 0.2487 0.1468 0.51 0.25 0.11 0.036
```
Positions in Å, forces in eV/Å.

As for the maximum force: 1.64 eV Å⁻¹. Its highest occupied orbital energy is -0.17443 Eh. Its total charge is -1. The value obtained for the LUMO energy is 3.41 eV. For the energy above the lowest of the compared OMol25 structures with the same formula, charge and spin, the calculation gives 0.172 eV. Its HOMO-LUMO gap is 8.2 eV.


This record from OMol25 describes C2BrO4 as an isolated structure in a non-equilibrium geometry. The level of theory is ωB97M-V/def2-TZVPD.

```
7
Properties=species:S:1:pos:R:3:forces:R:3:lowdin_charge:R:1
C -0.9112 -1.0718 0.5337 -6.10 -2.84 1.81 -0.751
C 1.5832 1.0375 -0.2841 -0.26 1.32 -0.86 -0.505
O -1.8378 -1.6879 0.9989 1.96 0.99 -0.63 -0.012
O 0.9108 1.8649 -0.7044 -1.26 0.88 -0.30 0.184
O 2.3981 0.3263 0.0648 2.21 -1.82 1.04 0.186
O 0.1849 -0.7994 0.4031 3.42 1.09 -0.67 0.089
Br -2.3279 0.3304 -1.0120 0.03 0.38 -0.39 -0.191
```
Positions in Å, forces in eV/Å.

As for the maximum force: 6.97 eV Å⁻¹. Its highest occupied orbital energy is -0.15351 Eh. Its total charge is -1. The value obtained for the LUMO energy is 3.44 eV. For the energy above the lowest of the compared OMol25 structures with the same formula, charge and spin, the calculation gives 0.359 eV. Its HOMO-LUMO gap is 7.6 eV.


This record from OMol25 describes a 2-piece molecular cluster, C2Cl2N2 overall in a non-equilibrium geometry. The level of theory is ωB97M-V/def2-TZVPD.

```
6
Properties=species:S:1:pos:R:3:forces:R:3:lowdin_charge:R:1
N 0.7260 1.8298 -0.1516 -0.76 0.78 -0.31 0.095
C 1.5161 1.0993 0.2279 -0.06 -0.11 -0.06 -0.878
Cl 2.5979 0.0308 0.7310 0.76 -0.70 0.37 0.770
N -0.4836 -1.6123 -0.3955 0.57 -0.23 -0.02 0.097
C -1.4732 -1.0476 -0.2813 0.37 -0.29 -0.07 -0.862
Cl -2.8832 -0.3000 -0.1305 -0.88 0.55 0.10 0.778
```
Positions in Å, forces in eV/Å.

As for the maximum force: 1.13 eV Å⁻¹. Its highest occupied orbital energy is -0.42667 Eh. The value obtained for the LUMO energy is 0.51 eV. For the energy above the lowest of the compared OMol25 structures with the same formula, charge and spin, the calculation gives 0.426 eV. Its SMILES is N#CCl.N#CCl. Its HOMO-LUMO gap is 12.1 eV.


This record from OMol25 describes one molecule with the formula C2ClN2P in a non-equilibrium geometry. The level of theory is ωB97M-V/def2-TZVPD.

```
6
Properties=species:S:1:pos:R:3:forces:R:3:lowdin_charge:R:1
N -2.0579 1.2121 -0.3459 -3.09 0.91 -1.22 0.083
C -1.0510 0.8855 0.0333 4.70 -0.75 2.36 -0.446
P 0.6940 0.4980 0.8045 -1.96 2.09 -1.86 0.498
Cl 0.1964 -1.1123 1.7493 -0.60 -1.92 1.94 0.324
C 1.0006 -0.3854 -0.6822 0.88 -0.56 -1.21 -0.581
N 1.2178 -1.0979 -1.5590 0.05 0.23 0.00 0.123
```
Positions in Å, forces in eV/Å.

As for the maximum force: 5.32 eV Å⁻¹. Its highest occupied orbital energy is -0.42814 Eh. The value obtained for the LUMO energy is -0.55 eV. For the energy above the lowest of the compared OMol25 structures with the same formula, charge and spin, the calculation gives 0.276 eV. Its SMILES is N#CP(Cl)C#N. Its HOMO-LUMO gap is 11.1 eV.


This record from OMol25 describes one molecule with the formula C2ClN5 in a non-equilibrium geometry. The level of theory is ωB97M-V/def2-TZVPD.

```
8
Properties=species:S:1:pos:R:3:forces:R:3:lowdin_charge:R:1
N -0.7957 -2.4981 -0.1281 -0.13 -0.74 -0.02 0.210
C -0.5784 -1.3818 -0.0496 0.57 0.18 -0.01 -0.256
C -0.2946 0.0284 0.0240 -3.07 0.59 -0.06 -0.747
Cl -2.1299 0.7363 0.0747 2.55 -0.35 0.04 0.574
N 0.4136 0.5578 -1.1089 -0.38 -0.12 -1.20 0.058
N 1.4178 1.1077 -0.6955 0.35 0.42 -1.76 0.049
N 1.4720 1.0206 0.7309 0.50 0.24 1.78 0.049
N 0.4950 0.4292 1.1525 -0.39 -0.22 1.25 0.063
```
Positions in Å, forces in eV/Å.

As for the maximum force: 3.12 eV Å⁻¹. Its highest occupied orbital energy is -0.43614 Eh. The value obtained for the LUMO energy is -2.89 eV. For the energy above the lowest of the compared OMol25 structures with the same formula, charge and spin, the calculation gives 0.455 eV. Its SMILES is N#CC1(Cl)N=NN=N1. Its HOMO-LUMO gap is 9.0 eV.


This record from OMol25 describes one molecule with the formula C2ClNO3 in a non-equilibrium geometry. The level of theory is ωB97M-V/def2-TZVPD.

```
7
Properties=species:S:1:pos:R:3:forces:R:3:lowdin_charge:R:1
O 0.7422 1.9568 -0.9948 0.11 -1.79 0.42 0.089
C 0.8553 0.9699 -0.3155 0.52 0.99 0.94 -0.859
Cl 2.3036 0.6119 0.6422 -0.19 0.29 -0.06 0.679
N -0.0829 -0.0150 -0.1831 -1.36 1.17 -0.61 0.215
O -0.6178 -0.7279 1.2455 1.67 2.16 4.58 0.253
C -0.9362 -1.1941 0.1856 2.53 2.64 -1.86 -0.668
O -1.2232 -2.0064 -0.5134 -3.29 -5.46 -3.40 0.292
```
Positions in Å, forces in eV/Å.

As for the maximum force: 7.23 eV Å⁻¹. Its highest occupied orbital energy is -0.41153 Eh. The value obtained for the LUMO energy is -2.16 eV. For the energy above the lowest of the compared OMol25 structures with the same formula, charge and spin, the calculation gives 2.787 eV. Its SMILES is O=C(Cl)N1OC1=O. Its HOMO-LUMO gap is 9.0 eV.


This record from OMol25 describes an isolated ion of composition C2ClO2S and charge -1 in a non-equilibrium geometry. The level of theory is ωB97M-V/def2-TZVPD.

```
6
Properties=species:S:1:pos:R:3:forces:R:3:lowdin_charge:R:1
C -1.2644 -1.0541 0.3688 -0.73 -0.58 1.04 -1.285
C 0.2793 0.9497 -1.0799 1.25 1.15 0.10 -0.407
O -1.6205 -2.0605 0.8826 -0.10 -0.93 0.79 -0.137
O -0.4238 1.8582 -1.1338 0.14 1.28 -0.10 -0.157
S -1.1229 -0.7106 -1.2247 -0.79 -1.17 -1.51 0.651
Cl -1.0060 0.3054 1.7128 0.23 0.26 -0.32 0.335
```
Positions in Å, forces in eV/Å.

As for the maximum force: 2.07 eV Å⁻¹. Its highest occupied orbital energy is -0.13090 Eh. Its total charge is -1. The value obtained for the LUMO energy is 3.72 eV. For the energy above the lowest of the compared OMol25 structures with the same formula, charge and spin, the calculation gives 1.057 eV. Its HOMO-LUMO gap is 7.3 eV.


This record from OMol25 describes C2CoF3NO3S2 as an isolated structure in a non-equilibrium geometry. The level of theory is ωB97M-V/def2-TZVPD.

```
12
Properties=species:S:1:pos:R:3:forces:R:3:lowdin_spin:R:1
N 0.1283 0.9710 1.5001 0.40 2.73 -1.06 0.233
S -0.1193 2.3584 0.4475 0.02 -2.02 1.52 0.846
S 0.4044 -0.4043 0.8527 -1.50 -1.34 -2.07 0.084
C 1.8698 -0.3013 -0.3907 0.62 -0.19 0.08 0.032
F 1.5935 0.1231 -1.6150 -0.37 0.12 0.32 0.039
F 2.7967 0.4908 0.1349 -0.12 0.14 0.12 0.006
F 2.3764 -1.5336 -0.4852 -0.37 0.12 0.15 0.007
O -2.3831 -2.0320 0.7714 1.34 0.72 -1.42 0.009
C -2.2865 -1.1488 -0.0280 -2.39 0.01 2.02 0.019
O -2.9965 -0.3053 -0.5683 1.45 0.00 -0.60 0.118
O -0.6906 -0.6207 -0.4327 1.50 0.15 1.21 0.121
Co -1.3394 1.1446 -1.3439 -0.57 -0.43 -0.26 3.487
```
Positions in Å, forces in eV/Å.

As for the maximum force: 3.14 eV Å⁻¹. Its highest occupied orbital energy (spin up / spin down) is -0.25736 / -0.40234 Eh. The value obtained for the LUMO energy (spin up / spin down) is -0.11 / -3.59 eV. As for the multiplicity: 6. Its HOMO-LUMO gap (spin up / spin down) is 6.9 / 7.4 eV.